(1)
Computed, not measured: a structure of composition C2H6N2O5, with ωB97M-V/def2-TZVPD.

HOMO energy: -9.31 eV
lowest unoccupied orbital energy: 0.31 eV
charge: 0
energy relative to the best compared isomer or geometry (same formula, charge and spin): 8.9 kcal per mole

Element x y z (Å)
H1 -1.94148 -1.46045 -1.33122
O1 -1.22183 1.24009 1.55211
H2 0.68561 -1.85697 0.17604
O2 -1.83886 0.94743 -1.31862
H3 0.49390 1.56027 -0.90182
N1 1.38637 -1.20909 0.51400
O3 1.45830 0.98954 1.24157
H4 1.78418 -1.49567 1.39797
C1 0.96463 0.10738 0.57158
N2 0.45762 0.54150 -0.88616
H5 1.02408 0.15168 -1.64220
H6 -0.35000 1.54010 1.88504
O4 -1.01609 -1.19534 -1.23447
C2 -1.01618 0.15023 -0.97512
O5 -0.87025 -0.01069 0.95132

Cartesian forces (eV/Å) of the 2 atoms listed first:
H 0.025 0.055 -0.006
O 0.297 -0.419 -0.284

---

(2)
Computed, not measured: a structure of composition C45H61BGe2N3O4RbSSb, with ωB97M-V/def2-TZVPD.

HOMO energy (alpha / beta): -0.19 / -0.73 eV
lowest unoccupied orbital energy (alpha / beta): 3.61 / 3.61 eV
charge: -2
multiplicity: 2
energy relative to the best compared isomer or geometry (same formula, charge and spin): 48.0 kcal per mole

Element x y z (Å)
C1 -2.27461 5.53038 2.66432
C2 -0.28811 -1.44587 -4.88568
H1 -3.70659 2.08998 2.18206
C3 -3.66959 3.64414 3.21716
C4 -0.09743 3.79455 -2.96836
C5 2.50756 -3.03429 0.80852
H2 5.08027 -2.68724 6.54693
H3 -1.02429 5.40819 -1.77338
H4 -0.05519 5.68930 -3.97244
C6 5.04959 -2.20514 5.57565
H5 -8.85426 -0.40287 -0.41334
C7 -2.75765 4.26364 2.33967
C8 -3.58282 5.56632 4.67138
H6 3.01870 -0.23011 -4.91311
H7 1.64541 2.32854 -6.04230
H8 -2.27975 7.16803 4.05134
C9 3.53651 -2.76550 -2.59576
C10 -0.47909 2.04411 4.33351
H9 -1.73029 0.01231 5.90251
C11 -7.41999 -0.68182 -1.97872
C12 2.76305 -2.03074 -3.69152
H10 4.90322 -0.54441 2.10051
H11 -5.76023 -1.02168 -3.34825
H12 4.25146 -4.30573 0.45699
B1 -3.51371 -1.93598 -0.00949
N1 0.18609 2.48909 -3.00789
H13 -3.90191 6.06362 5.58112
H14 4.59192 -2.58303 0.29332
O1 -4.16182 2.41868 3.00174
H15 3.05565 -3.69676 -2.28647
C13 0.18726 -3.77621 -2.80588
C14 -4.07764 4.31181 4.37634
H16 2.06050 1.88875 0.97990
H17 0.57880 -4.29221 -4.89198
H18 3.89957 -0.41297 0.02109
H19 4.52609 -0.93068 -4.31676
C15 0.39795 3.23600 3.92295
H20 0.89789 0.10235 -5.86348
Sb1 0.73995 -1.67237 -2.96668
C16 3.47843 -0.73020 -4.05750
Ge1 1.78972 -1.22945 1.32141
H21 -1.53740 2.32701 4.32876
O2 -4.63971 -1.70072 0.85059
Rb1 -1.00395 0.81603 -0.06564
H22 3.52042 1.39405 1.80250
H23 1.07941 4.76973 -5.99466
Ge2 -0.19447 0.45342 3.12117
H24 -2.10866 -1.71151 5.86074
H25 1.45884 2.95631 3.91017
C17 0.20513 4.63895 -4.03824
C18 0.81648 -4.65364 -3.88532
H26 -2.45897 -0.67115 3.56901
H27 -7.25627 -0.99581 1.42027
H28 -0.00515 -0.92704 -6.96922
H29 -1.63238 -4.93524 -2.61429
H30 0.28982 4.09848 4.59356
C19 2.91268 0.04179 0.19401
C20 -1.44995 -0.89050 3.93350
C21 -2.14166 -2.19849 0.38250
C22 -2.67301 6.18713 3.81644
H31 3.63085 -2.14293 -1.70083
H32 -2.17299 -0.96883 -3.87737
H33 -1.17736 -1.86259 3.51324
C23 1.14695 2.77898 -5.19275
N2 -1.54065 4.27093 0.28753
H34 0.42647 -5.67769 -3.80944
C24 6.23271 -1.93786 4.89586
C25 4.94018 -1.00195 3.08534
H35 2.68323 -2.66176 -4.58076
C26 -0.76001 4.35054 -1.77981
C27 3.04307 1.43548 0.81917
H36 -0.42498 -1.16981 5.83703
C28 6.16731 -1.33250 3.64502
C29 -1.52060 -0.56564 -4.65726
H37 1.90365 -4.70837 -3.80126
C30 4.01131 -3.31523 0.86689
H38 -1.23508 0.44582 -4.35086
C31 2.42772 -0.84244 3.18463
H39 0.14894 3.57907 2.91322
O3 -3.93585 -1.69540 -1.37366
S1 -0.91972 -3.15595 0.74150
C32 -1.33804 -3.89887 -2.81449
H40 2.13484 -3.19677 -0.21026
C33 3.74021 -1.24326 3.76124
C34 0.57201 -0.92824 -6.03494
C35 3.82450 -1.86254 5.01490
H41 -1.75786 -3.62314 -3.78798
H42 -4.76935 3.80634 5.03930
H43 -0.23521 1.73420 5.35798
H44 0.55669 -4.08212 -1.82309
H45 -1.57063 5.98405 1.97855
C36 -5.66142 -1.33640 0.03562
H46 -1.81199 -3.27994 -2.05477
H47 1.96537 -3.75501 1.43046
H48 -8.12122 -0.41689 -2.76153
C37 -7.83362 -0.67578 -0.65511
H49 1.01013 0.95513 -4.07366
H50 -0.61959 -2.45567 -5.13443
C38 -6.94824 -1.00732 0.38160
H51 7.18994 -2.20083 5.33079
H52 1.85003 0.21717 4.90548
O4 -2.81987 2.40933 0.84716
H53 3.62420 2.12142 0.19051
H54 7.07937 -1.12051 3.09799
C39 1.55057 -0.12598 3.90176
H55 4.38687 -3.28652 1.89173
C40 -6.10090 -1.01865 -2.31985
H56 -2.11542 -0.47738 -5.57749
N3 -0.99869 3.62121 -0.76505
H57 4.55083 -3.00893 -2.93672
C41 0.79250 2.01449 -4.09053
C42 0.83489 4.12666 -5.15801
C43 -5.24374 -1.33848 -1.29579
C44 -1.43089 -0.94411 5.46414
C45 -2.33575 3.55665 1.08209
H58 1.46190 -1.54174 -6.19588
H59 2.43407 0.13093 -0.78833
H60 3.48389 -0.02973 -3.21640
H61 2.90263 -2.07799 5.54231

Cartesian forces (eV/Å) of the 2 atoms listed first:
C -0.012 -0.009 0.023
C -0.019 0.162 0.005

---

(3)
Computed, not measured: a structure of composition C3H8BrFeO, with ωB97M-V/def2-TZVPD.

HOMO energy (alpha / beta): -15.90 / -18.25 eV
lowest unoccupied orbital energy (alpha / beta): -13.23 / -14.42 eV
charge: +2
multiplicity: 6
energy relative to the best compared isomer or geometry (same formula, charge and spin): 5.5 kcal per mole

Element x y z (Å)
H1 1.76373 -0.47780 1.07257
Br1 -1.82788 -1.93100 -1.66186
H2 1.60209 1.88630 -0.06856
C1 0.67883 -0.57675 1.10858
H3 0.35027 -1.33131 0.39390
H4 0.50099 -0.83696 2.15202
H5 0.84096 0.70805 -1.25137
H6 -1.21201 -0.01937 -0.25486
H7 0.09845 2.20467 -1.00104
Fe1 -2.68917 -3.78833 -2.98213
H8 0.32861 1.33816 1.69182
C2 0.68630 1.45443 -0.47220
C3 0.12014 0.81876 0.75648
O1 -1.24132 0.55115 0.51666

Cartesian forces (eV/Å) of the 2 atoms listed first:
H 0.209 -0.043 -0.321
Br -0.005 0.069 0.070

---

(4)
Computed, not measured: a structure of composition C2H2Br2OS, with ωB97M-V/def2-TZVPD.

HOMO energy (alpha / beta): -5.61 / -10.30 eV
lowest unoccupied orbital energy (alpha / beta): 0.55 / -4.34 eV
charge: 0
multiplicity: 3
energy relative to the best compared isomer or geometry (same formula, charge and spin): 0.0 kcal per mole

Element x y z (Å)
S1 -3.30066 1.03348 0.53286
Br1 0.84482 1.36923 -0.29202
H1 0.27154 -0.26927 1.46502
O1 -2.27654 -0.27133 -1.58314
Br2 2.67457 -1.11682 0.53978
C1 0.86303 -0.34253 0.55038
C2 -2.70680 0.38521 -0.73342
H2 0.12490 -0.91056 -0.05711

Cartesian forces (eV/Å) of the 2 atoms listed first:
S -0.359 0.860 0.632
Br 0.548 1.001 -0.391

---

(5)
Computed, not measured: a cluster of 2 separate species, C4H10FN in total, with ωB97M-V/def2-TZVPD.

HOMO energy (alpha / beta): -5.77 / -10.12 eV
lowest unoccupied orbital energy (alpha / beta): 0.92 / -0.59 eV
charge: 0
multiplicity: 3
energy relative to the best compared isomer or geometry (same formula, charge and spin): 0.0 kcal per mole

Element x y z (Å)
N1 -0.61711 -0.10407 -1.04233
H1 -1.07781 0.77871 2.53382
H2 0.43902 0.99986 -2.65828
C1 1.47860 0.06351 1.14193
H3 0.78782 -0.66388 -2.65934
C2 0.02801 0.06027 -2.39259
H4 1.98428 -0.58735 1.79615
F1 -0.17116 -1.74187 1.13219
H5 -1.30255 -0.91765 -1.24935
H6 -1.91922 -0.27472 1.19906
C3 -1.14615 0.38104 1.50750
H7 1.52791 1.09024 1.64828
H8 -0.88290 -0.16493 -3.00072
H9 1.86804 0.34865 0.15719
H10 -1.07110 1.18183 0.76865
C4 0.07433 -0.44963 1.11787

Cartesian forces (eV/Å) of the 2 atoms listed first:
N -0.062 -1.177 -3.344
H -0.607 -0.402 -0.239

---

(6)
Computed, not measured: a cluster of 11 separate species, C24H48Cl6F12N3O10 in total, with ωB97M-V/def2-TZVPD.

HOMO energy (alpha / beta): -14.79 / -14.79 eV
lowest unoccupied orbital energy (alpha / beta): -5.96 / -9.52 eV
charge: +2
multiplicity: 2

Element x y z (Å)
O1 8.88771 -28.81682 -9.01676
H1 18.49794 -26.81579 -4.93581
H2 12.70169 -26.34383 -3.70993
F1 17.49893 -26.45469 0.25908
H3 13.98346 -26.68897 -9.67358
H4 9.08598 -27.50365 -10.43426
C1 14.59106 -27.44225 -10.17507
F2 18.37448 -28.19546 -0.48531
H5 14.99957 -30.63945 -7.04769
H6 15.73346 -23.23144 -6.78486
O2 17.10395 -27.66220 -2.76617
H7 13.41282 -27.05060 -2.33746
C2 9.57408 -28.45080 -10.20458
H8 11.38024 -25.43820 -6.25103
H9 16.37636 -22.10001 -4.72066
Cl1 14.49681 -20.99648 -3.80309
H10 16.09818 -26.60185 -4.31657
H11 12.68628 -27.91171 -3.40526
C3 14.00397 -23.52220 -8.12820
C4 15.73054 -22.33135 -3.87360
H12 11.37540 -28.53406 -6.13232
C5 15.16442 -23.78300 -3.80118
C6 9.35435 -32.74846 -7.07122
C7 15.32286 -31.44072 -5.07532
H13 12.37317 -33.14664 -6.01686
H14 12.77032 -29.21208 -6.74874
O3 12.83212 -25.98631 -5.52581
C8 11.51943 -31.95560 -7.67904
F3 14.18146 -28.84304 -14.68806
O4 15.11910 -27.45680 -1.67606
H15 14.30976 -31.39018 -4.67634
H16 13.78526 -24.30955 -8.84955
O5 12.53967 -29.21954 -4.68730
H17 9.38726 -29.20641 -10.96764
H18 13.47331 -32.26852 -7.11409
H19 11.35594 -30.39714 -4.16294
C9 14.62051 -28.51532 -12.38853
C10 12.53817 -32.82425 -7.04493
H20 10.14665 -31.45673 -4.43534
F4 12.53548 -28.77954 -13.28388
H21 18.29781 -28.51375 -5.22428
N1 12.61522 -27.01005 -2.95575
H22 16.39436 -22.21838 -3.01647
C11 12.44952 -28.54652 -5.94735
H23 11.35020 -31.00188 -7.17917
C12 14.83561 -28.63638 -9.22207
O6 10.34277 -32.62813 -7.98665
C13 11.00161 -28.59139 -9.89063
O7 9.44672 -32.43263 -5.85743
H24 11.68272 -26.94790 -2.57277
Cl2 16.65392 -24.14597 -8.69981
H25 10.40996 -24.23369 -6.89468
F5 6.57765 -29.10387 -7.70852
F6 7.25969 -32.24851 -7.99649
H26 10.10532 -25.72425 -7.32662
O8 8.77540 -26.59768 -8.20226
H27 13.93853 -29.07490 -8.78497
N2 10.44956 -25.18136 -6.54761
H28 15.50308 -32.44224 -5.46592
H29 12.64845 -33.67486 -7.71754
C14 7.50160 -28.39004 -7.08758
H30 11.36183 -27.74410 -9.30716
H31 15.61238 -29.37783 -5.98129
F7 8.24876 -29.23738 -6.38335
F8 8.30468 -33.91779 -8.86150
H32 14.40939 -24.08219 -4.52817
C15 16.64196 -27.52425 -4.11264
C16 8.44163 -27.80620 -8.15529
H33 11.94175 -31.69560 -8.64968
H34 9.77572 -29.97138 -3.79981
Cl3 17.33005 -30.80853 -6.80275
C17 17.74633 -27.57686 -5.14545
H35 14.26116 -27.34267 -6.41995
Cl4 16.31502 -31.25809 -3.67283
H36 12.98009 -26.88453 -7.30340
C18 13.78209 -29.17020 -13.43026
Cl5 14.12872 -21.97546 -8.92908
H37 15.52671 -26.95044 -10.44114
H38 11.55938 -28.54723 -10.82606
H39 17.26807 -27.56437 -6.12484
H40 15.51133 -28.42810 -8.39253
O9 15.86803 -28.42666 -12.45262
Cl6 14.57195 -24.12982 -2.23746
C19 8.04871 -33.24115 -7.73380
F9 16.54658 -28.42638 0.50247
H41 11.30163 -29.50949 -9.38548
H42 10.55609 -30.97810 -2.85479
N3 10.45877 -30.71496 -3.82504
F10 7.45176 -34.11363 -6.88802
C20 16.35735 -27.56634 -1.63524
H43 15.21632 -24.87945 -6.88461
C21 13.18990 -27.19745 -6.28058
F11 13.87961 -30.47778 -13.32975
H44 15.36829 -29.37593 -9.81991
F12 6.96618 -27.40429 -6.37435
H45 9.82011 -25.37929 -5.78294
O10 13.92476 -27.89777 -11.33177
H46 16.00291 -24.46608 -3.93696
C22 17.19753 -27.62877 -0.30260
C23 15.66917 -30.44192 -6.21060
H47 15.79066 -28.19618 -4.22173
H48 13.13542 -23.51557 -7.46966
C24 15.36372 -23.98124 -7.48427

Cartesian forces (eV/Å) of the 2 atoms listed first:
O -2.843 1.505 3.645
H -0.305 0.293 -0.471